Below is a 2-piece molecular cluster, C3H7N3 overall at a distorted geometry, with properties calculated with the ωB97M-V functional and the def2-TZVPD basis.

Results
Relative energy (zero: lowest compared OMol25 entry of this formula, charge and spin), eV: 2.584
Total energy, eV: -7692.09555
Molecular weight, g mol⁻¹: 85.11
Strongest force on any atom, eV Å⁻¹: 9.408

Geometry as ORCA input:
```
! wB97M-V def2-TZVPD RIJCOSX def2/J DEFGRID3
* xyz 0 1
C 1.162 -1.121 0.467
C 0.609 -0.617 -0.790
N -0.652 -0.474 -1.110
C -1.627 -0.808 -0.298
N -2.602 -1.193 0.148
H 1.616 -0.254 0.895
H 0.346 -1.397 1.041
H 1.979 -1.796 0.326
H 1.359 -0.275 -1.544
N -0.340 1.730 0.292
H 0.065 2.514 0.375
H -0.810 1.438 -0.547
H -1.105 2.255 0.744
*
```

Löwdin population analysis, charges in e, atoms 1 to 2: atom 1 (C): -0.05, atom 2 (C): -0.17

=====

Below is C5H10FN2 as an isolated structure at a distorted geometry, with properties calculated with the ωB97M-V functional and the def2-TZVPD basis.

Results
Relative energy (zero: lowest compared OMol25 entry of this formula, charge and spin), eV: 7.337
Total energy, eV: -11031.26108
Molecular weight, g mol⁻¹: 117.15
Strongest force on any atom, eV Å⁻¹: 5.168

Geometry as ORCA input:
```
! wB97M-V def2-TZVPD RIJCOSX def2/J DEFGRID3
* xyz 1 1
C 2.526 -1.035 -0.511
C 1.338 -0.558 -0.623
C -1.134 -1.861 0.153
C -0.676 2.041 -0.080
C -0.568 -0.564 -0.342
N 2.373 0.413 -0.751
N -0.897 0.631 0.619
F 2.431 1.165 0.502
H 3.381 -1.611 -0.230
H -1.536 -1.640 1.130
H -1.885 -2.157 -0.453
H -0.488 -2.756 0.254
H -1.524 2.379 -0.657
H -0.536 2.708 0.682
H 0.158 1.988 -0.680
H -0.860 -0.214 -1.288
H -0.235 0.654 1.463
H -1.870 0.417 0.810
*
```

Löwdin population analysis, charges in e, atoms 1 to 2: atom 1 (C): 0.08, atom 2 (C): -0.04

=====

Below is one molecule with the formula C3H3FO2 at a distorted geometry, with properties calculated with the ωB97M-V functional and the def2-TZVPD basis.

Results
Relative energy (zero: lowest compared OMol25 entry of this formula, charge and spin), eV: 1.341
Total energy, eV: -9970.21967
Molecular weight, g mol⁻¹: 90.05
Strongest force on any atom, eV Å⁻¹: 6.579

Geometry as ORCA input:
```
! wB97M-V def2-TZVPD RIJCOSX def2/J DEFGRID3
* xyz 0 1
C -1.295 -1.219 -0.306
C -0.505 -0.150 -0.450
F -1.044 0.973 -0.977
C 0.764 0.104 0.324
O 1.400 1.169 0.060
O 0.947 -0.693 1.311
H -1.130 -2.188 0.189
H -2.224 -1.303 -1.005
H 0.190 -1.494 1.227
*
```

Löwdin population analysis, charges in e, atoms 1 to 2: atom 1 (C): 0.08, atom 2 (C): -0.27

=====

Below is a 9-piece molecular cluster, C34H58N4O15 overall at a distorted geometry, with properties calculated with the ωB97M-V functional and the def2-TZVPD basis.

Results
Relative energy (zero: lowest compared OMol25 entry of this formula, charge and spin), eV: 2.032
Total energy, eV: -72864.71911
Molecular weight, g mol⁻¹: 762.85
Strongest force on any atom, eV Å⁻¹: 9.289

Geometry as ORCA input:
```
! wB97M-V def2-TZVPD RIJCOSX def2/J DEFGRID3
* xyz 0 1
C -9.101 12.817 14.501
C -8.830 12.081 15.778
C -10.040 11.884 16.661
O -10.242 10.482 16.630
C -9.371 9.913 15.898
O -9.252 8.700 15.606
O -8.401 10.748 15.441
H -10.095 12.663 14.096
H -8.263 12.846 13.832
H -9.335 13.821 14.583
H -8.102 12.543 16.432
H -10.962 12.252 16.233
H -9.893 12.298 17.685
C -5.968 15.124 9.564
C -6.923 14.441 10.524
C -6.236 14.261 11.837
O -7.225 14.732 12.789
C -8.178 15.264 12.095
O -9.281 15.725 12.526
O -8.060 15.182 10.815
H -5.512 15.967 10.072
H -6.713 15.564 8.871
H -5.441 14.510 8.918
H -7.228 13.400 10.263
H -5.239 14.761 12.052
H -6.097 13.203 12.158
C -10.526 5.276 15.412
C -11.510 6.269 16.056
C -12.369 7.256 15.103
O -13.596 7.355 15.700
C -13.746 6.352 16.611
O -14.759 6.110 17.215
O -12.619 5.638 16.674
H -9.652 5.751 14.905
H -10.957 4.674 14.670
H -9.979 4.579 16.175
H -10.935 6.921 16.681
H -12.378 6.915 14.062
H -11.949 8.237 15.170
C -5.955 9.624 9.890
O -7.025 9.026 10.580
C -7.919 9.756 11.168
O -8.081 11.170 11.132
O -8.694 9.033 12.040
C -9.868 9.615 12.516
H -5.946 10.653 9.995
H -5.903 9.195 8.880
H -4.925 9.349 10.162
H -10.497 9.943 11.719
H -9.738 10.580 13.036
H -10.435 8.905 13.130
C -5.220 11.739 17.760
O -5.740 13.003 17.411
C -5.133 13.666 16.462
O -3.873 13.284 16.046
O -5.715 14.678 15.805
C -4.905 15.502 15.053
H -4.451 11.202 17.117
H -6.038 11.063 17.919
H -4.712 11.926 18.757
H -4.456 14.929 14.260
H -4.152 15.877 15.714
H -5.501 16.188 14.490
C -5.544 11.047 14.366
C -5.797 9.561 14.171
C -5.807 8.602 15.388
C -6.340 7.284 15.002
N -6.855 6.278 14.698
H -4.673 11.235 14.970
H -6.380 11.565 14.687
H -5.448 11.480 13.286
H -5.012 9.222 13.512
H -6.788 9.427 13.603
H -6.578 8.943 15.961
H -4.874 8.637 15.896
C -15.666 9.944 11.551
C -14.208 9.462 11.246
C -13.309 9.311 12.545
C -12.777 10.494 13.259
N -12.362 11.418 13.805
H -16.265 9.685 10.611
H -15.780 10.991 11.720
H -16.009 9.356 12.434
H -13.871 10.254 10.591
H -14.161 8.504 10.768
H -12.371 8.736 12.151
H -13.822 8.704 13.203
C -11.353 13.850 11.381
C -12.241 13.003 10.477
C -13.675 13.511 10.547
C -13.849 14.930 10.229
N -13.875 16.045 9.916
H -11.733 13.795 12.359
H -11.461 14.885 11.098
H -10.313 13.449 11.387
H -12.347 12.050 10.828
H -11.872 12.961 9.451
H -14.149 13.197 11.462
H -14.288 12.902 9.869
C -6.684 5.908 18.254
C -8.101 6.266 18.448
C -8.360 7.168 19.733
C -7.656 8.411 19.814
N -6.923 9.325 19.937
H -5.997 6.771 18.256
H -6.456 5.567 17.274
H -6.306 5.200 18.948
H -8.546 5.278 18.538
H -8.420 6.725 17.508
H -8.118 6.607 20.681
H -9.384 7.556 19.598
*
```

Löwdin population analysis, charges in e, atoms 1 to 2: atom 1 (C): -0.01, atom 2 (C): -0.28

=====

Below is C9H19Be2Br2Cl5F2I2LiO3P as an isolated structure at a distorted geometry, with properties calculated with the ωB97M-V functional and the def2-TZVPD basis.

Results
Total energy, eV: -250405.79347
Molecular weight, g mol⁻¹: 860.06
Strongest force on any atom, eV Å⁻¹: 1.449

Geometry as ORCA input:
```
! wB97M-V def2-TZVPD RIJCOSX def2/J DEFGRID3
* xyz 0 1
C 2.478 1.462 -0.346
C 1.788 0.744 -1.492
I 1.087 2.120 -3.035
C 0.697 -0.184 -1.012
I -0.352 -1.025 -2.781
P -0.565 0.640 0.168
O -1.743 0.788 -1.119
C -2.929 1.387 -0.678
C -2.497 2.249 0.479
F -3.519 2.872 1.119
O -1.770 1.411 1.299
H 2.460 0.795 0.517
H 3.512 1.647 -0.597
H 1.984 2.374 -0.053
H 2.554 0.158 -1.982
H 1.192 -1.007 -0.504
H -1.233 -0.769 0.389
H 0.276 0.234 1.232
H -0.060 1.944 -0.023
H -3.500 1.884 -1.453
H -3.603 0.614 -0.258
H -1.897 3.051 0.050
C 1.558 5.806 0.632
Cl 0.466 4.537 0.035
Cl 1.902 6.783 -0.750
Cl 0.741 6.659 1.940
Cl 3.074 5.105 1.246
Be -0.708 -3.295 -2.226
C 1.053 -5.186 1.577
C 0.077 -4.109 1.145
C -0.925 -3.791 2.235
O -0.628 -4.536 -0.046
H 0.520 -6.113 1.810
H 1.761 -5.408 0.778
H 1.608 -4.875 2.459
H 0.624 -3.206 0.875
H -1.510 -4.686 2.479
H -1.618 -3.019 1.907
H -0.427 -3.443 3.134
H -1.125 -5.329 0.182
F 0.291 6.012 -2.869
Li -2.668 -0.275 1.625
Br 1.326 -1.025 2.661
Be -2.077 1.249 -4.034
Br -0.385 -4.538 -3.661
Cl 2.250 4.101 -2.694
*
```

Löwdin population analysis, charges in e, atoms 1 to 2: atom 1 (C): -0.15, atom 2 (C): -0.74

=====

Below is a 5-piece molecular cluster, C5H20N10O5 overall at a distorted geometry, with properties calculated with the ωB97M-V functional and the def2-TZVPD basis.

Results
Relative energy (zero: lowest compared OMol25 entry of this formula, charge and spin), eV: 4.004
Total energy, eV: -30649.65666
Molecular weight, g mol⁻¹: 300.28
Strongest force on any atom, eV Å⁻¹: 6.699

Geometry as ORCA input:
```
! wB97M-V def2-TZVPD RIJCOSX def2/J DEFGRID3
* xyz 0 1
N -4.768 -1.973 -2.308
C -3.827 -1.312 -2.896
N -2.857 -2.039 -3.311
O -3.796 -0.142 -2.968
H -5.456 -1.345 -1.917
H -4.842 -2.967 -2.468
H -2.066 -1.617 -3.776
H -2.924 -3.006 -3.026
N -2.223 3.031 0.021
C -2.275 4.131 -0.599
N -1.482 5.052 -0.003
O -2.974 4.321 -1.594
H -1.698 3.024 0.884
H -2.354 2.169 -0.489
H -1.596 6.045 -0.152
H -1.035 4.773 0.858
N -0.920 -0.266 -1.269
C -0.791 -0.998 -0.236
N -1.863 -1.702 0.012
O 0.182 -1.112 0.524
H -1.771 -0.428 -1.789
H -0.131 0.334 -1.461
H -2.681 -1.511 -0.548
H -1.736 -2.284 0.828
N 5.393 1.219 0.175
C 4.159 1.437 0.584
N 3.387 0.680 -0.133
O 3.824 2.275 1.457
H 5.474 0.361 -0.351
H 6.165 1.858 0.300
H 3.707 0.017 -0.824
H 2.413 0.730 0.130
N 3.395 -2.824 3.900
C 2.985 -2.241 2.853
N 1.740 -1.889 3.068
O 3.599 -2.149 1.778
H 2.734 -2.687 4.652
H 4.369 -3.041 4.056
H 1.226 -2.233 3.866
H 1.316 -1.692 2.173
*
```

Löwdin population analysis, charges in e, atoms 1 to 2: atom 1 (N): 0.18, atom 2 (C): -0.90